Molecular formula: C18H14O9
Method: DFT, ωB97M-V with the def2-TZVPD basis set

Properties
HOMO level (Ha): -0.3184
LUMO (eV): -0.21
Molecular weight (g/mol): 374.30
SMILES: Cc1c(O)c(O)c2c(c1C=O)[C@@H]1O[C@H](O2)c2c(C)c(O)c(O)c(O)c2C1=O

XYZ file:
```
41
Properties=species:S:1:pos:R:3:forces:R:3:mulliken_charge:R:1
O -1.833161 3.423686 -2.141213 -1.247 -1.332 0.938 -0.52
O -0.616790 2.578123 1.059494 0.772 -0.582 -0.504 -0.86
O 1.750630 0.277156 5.021268 -0.566 0.351 -0.157 -0.68
O -0.663752 -2.864044 -2.137036 -0.550 -0.328 -0.139 -0.75
O 0.047448 1.781010 3.497038 1.057 -0.936 0.704 -0.66
O -3.162403 -2.309262 -2.873371 0.604 -0.753 0.254 -0.68
O 3.318741 -1.577109 3.818102 -0.175 0.319 0.267 -0.63
O 1.036248 -1.068550 -1.225356 -0.615 0.233 -0.634 -0.46
O 1.728477 1.251637 -1.261237 -0.782 -1.462 0.242 -0.58
C -2.505639 2.487062 -1.690568 2.252 1.757 -1.472 -0.55
C 0.220066 1.798452 0.577900 -1.127 0.763 0.256 1.01
C 1.718638 0.134540 3.640331 -0.915 1.245 -0.357 0.72
C -1.138562 -1.581816 -2.021016 2.026 0.397 0.687 0.79
C 0.892296 0.951045 2.839480 0.486 -0.256 0.030 0.50
C -2.436465 -1.247157 -2.399659 0.265 -0.567 0.117 0.10
C 2.544968 -0.800733 3.021351 -0.475 0.295 -0.197 0.27
C -0.238434 -0.638394 -1.544569 -0.880 2.022 -0.348 0.81
C 1.003219 0.907171 1.422413 0.070 -0.128 0.114 -0.24
C -1.989572 1.093743 -1.822964 -0.483 -2.561 -0.078 0.08
C -2.917483 0.058362 -2.274166 0.927 1.150 0.195 0.36
C 2.559665 -0.949369 1.611125 0.118 0.011 -0.432 0.17
C 1.843506 -0.034149 0.804415 0.365 -1.018 1.188 0.34
C -0.645168 0.730255 -1.517887 -0.176 0.195 0.479 0.05
C -4.331923 0.439782 -2.694925 0.360 0.074 0.763 -1.85
C 3.399431 -2.080434 1.026249 -0.554 -0.058 -1.066 -1.86
C 1.925395 -0.091665 -0.720792 -0.537 2.117 0.946 -0.77
C 0.387191 1.730290 -0.967779 0.328 -0.344 0.864 0.02
H 1.130698 0.983709 5.363358 0.868 -1.081 -1.071 0.35
H 0.259706 -2.926809 -1.823374 -0.610 0.325 -0.159 0.37
H -0.351400 2.339464 2.837630 -0.811 0.814 -1.020 0.38
H -2.568491 -3.115163 -2.756727 -1.155 1.314 -0.324 0.35
H 3.157838 -1.241102 4.724758 0.247 -0.427 -0.370 0.35
H -3.474793 2.732625 -1.244919 -0.178 -0.492 0.127 0.45
H -4.342866 1.366071 -3.268624 0.053 -0.033 0.003 0.44
H -4.788870 -0.328465 -3.290383 -0.108 -0.403 -0.269 0.38
H -4.968709 0.584043 -1.807517 0.153 -0.013 -0.237 0.35
H 4.414479 -1.770751 0.795742 0.196 0.159 0.014 0.35
H 3.478752 -2.943283 1.668277 -0.058 -0.034 0.553 0.44
H 2.970793 -2.499274 0.081111 0.178 0.602 0.657 0.27
H 2.917293 -0.361267 -1.007856 0.491 -0.285 -0.437 0.75
H 0.268999 2.780571 -1.318102 0.186 -1.052 -0.127 0.62
```
Positions in Å, forces in eV/Å.